(1)
Molecular formula: C41H63ClFNO27P2S
Method: DFT, wB97M-V/def2-TZVPD

```
137
Properties=species:S:1:pos:R:3:forces:R:3
C 1.967 0.518 3.851 -0.095 0.587 -0.285
C 2.396 0.682 2.305 0.214 0.394 0.539
O 1.247 0.423 1.434 1.232 -0.893 0.718
C 1.063 -1.008 1.246 -0.838 -0.537 -0.734
C -0.497 -1.450 1.456 0.550 0.492 0.365
C -0.601 -2.893 2.163 -0.079 -0.893 -1.106
C -1.966 -3.697 1.746 0.011 1.458 0.262
C -3.101 -3.582 2.925 -0.123 0.638 -1.905
C -3.744 -2.109 2.742 0.567 1.232 1.757
C -3.304 -0.955 3.483 -1.768 -1.354 -1.602
C -2.153 -1.025 4.587 0.442 0.409 0.683
C -2.311 0.062 5.762 -3.113 1.780 1.687
O -3.384 0.523 6.187 4.652 -2.117 -1.937
F -1.102 0.511 6.422 -2.254 -1.432 -1.889
C -4.026 0.449 3.132 1.026 2.424 0.174
O -3.448 1.570 3.258 -2.078 -4.589 -0.331
C -5.546 0.418 2.578 -2.560 -0.570 -1.146
C -6.553 1.600 2.757 -0.716 -3.923 -1.972
O -6.116 2.804 3.410 -2.768 -1.496 2.704
C -6.888 3.037 4.596 -2.238 3.080 -0.139
N -7.669 3.587 5.348 4.286 -3.317 -3.514
C -8.018 1.414 2.182 1.462 -2.907 0.048
P -9.345 2.781 2.305 0.596 0.800 -1.542
S -8.886 4.181 1.012 0.018 -0.276 0.463
C -8.465 0.098 1.451 3.775 0.322 1.526
C -7.457 -1.099 1.261 0.787 3.711 3.034
P -8.105 -2.650 0.389 -1.142 0.238 -1.294
O -9.831 -2.543 0.606 2.750 -0.414 1.872
Cl -7.573 -4.415 1.444 -0.404 1.230 0.188
C -6.019 -0.887 1.817 -1.384 1.663 0.444
C -4.923 -2.023 1.632 0.605 -0.904 -1.443
O -4.925 -2.822 0.651 -0.378 3.004 3.824
H 0.954 -0.028 3.898 1.723 0.553 0.002
H 2.792 -0.023 4.436 -1.404 0.756 -0.677
H 1.772 1.562 4.314 0.437 -1.796 -0.698
H 3.286 -0.006 2.042 -1.436 0.924 0.332
H 2.766 1.763 2.138 -0.809 -1.725 0.020
H 1.768 -1.588 1.950 -1.183 0.715 -1.119
H 1.291 -1.249 0.138 0.080 0.244 1.793
H -1.054 -1.470 0.442 1.042 -0.011 1.625
H -0.969 -0.591 2.059 0.565 -1.394 -0.799
H 0.262 -3.542 1.735 -1.225 1.162 0.845
H -0.488 -2.873 3.304 -0.038 0.105 -1.652
H -2.378 -3.109 0.835 0.551 -1.387 1.402
H -1.762 -4.775 1.432 -0.312 1.489 0.662
H -2.634 -3.749 3.954 -0.831 0.271 -1.439
H -3.906 -4.369 2.670 1.169 1.356 0.725
H -2.193 -2.057 5.114 0.020 1.776 -0.872
H -1.088 -0.900 4.175 -1.734 -0.175 0.392
H -9.514 3.287 3.633 0.146 -0.856 -0.362
H -10.636 2.258 1.905 0.954 -0.454 0.762
H -9.526 -0.011 1.049 1.664 0.273 0.717
H -9.971 -2.761 1.569 -0.311 0.357 -1.166
C -0.173 3.105 -3.598 0.170 0.106 -0.404
O -0.878 2.550 -2.490 -0.073 0.190 0.419
C -0.899 3.339 -1.401 -0.068 -0.206 0.139
O -0.387 4.429 -1.304 -0.209 -0.452 -0.106
O -1.589 2.703 -0.440 0.233 0.172 -0.543
C -1.694 3.429 0.785 -0.102 0.139 0.532
H -0.219 2.388 -4.418 -0.131 -0.066 0.273
H -0.642 4.036 -3.927 0.153 -0.021 0.135
H 0.876 3.270 -3.343 -0.173 0.075 0.019
H -2.224 4.372 0.630 0.200 -0.028 -0.034
H -0.705 3.606 1.214 -0.101 0.095 -0.155
H -2.270 2.822 1.486 0.076 -0.090 -0.296
C 8.763 1.850 3.433 0.113 -0.071 0.430
O 8.622 2.201 2.058 -0.430 -0.062 -0.280
C 7.400 1.962 1.551 0.161 0.100 -0.159
O 6.462 1.493 2.150 0.355 0.135 -0.193
O 7.405 2.335 0.260 0.114 -0.120 0.541
C 6.162 2.136 -0.412 -0.389 -0.033 -0.289
H 9.785 2.085 3.735 -0.092 0.055 -0.302
H 8.077 2.433 4.053 -0.031 -0.179 -0.095
H 8.599 0.779 3.577 -0.131 0.147 -0.001
H 5.373 2.731 0.054 0.065 -0.191 0.048
H 5.894 1.077 -0.422 -0.040 0.142 0.142
H 6.283 2.471 -1.443 0.253 0.019 0.202
C -8.022 6.160 -4.848 -0.410 0.089 -0.130
O -6.639 5.904 -4.612 0.234 -0.116 0.350
C -6.348 5.580 -3.339 0.036 -0.014 0.046
O -7.139 5.494 -2.431 0.379 0.052 -0.464
O -5.023 5.367 -3.256 -0.432 0.104 -0.193
C -4.569 5.011 -1.951 0.202 -0.139 0.404
H -8.139 6.411 -5.904 0.297 -0.066 0.105
H -8.620 5.270 -4.637 0.057 0.158 0.140
H -8.365 7.008 -4.251 0.003 -0.209 0.057
H -5.029 4.076 -1.624 -0.080 0.196 0.029
H -4.775 5.813 -1.238 -0.127 -0.162 -0.055
H -3.489 4.864 -2.002 -0.131 0.096 -0.270
C 4.331 5.280 -8.553 0.210 0.124 -0.394
O 3.625 4.724 -7.445 -0.087 0.161 0.444
C 3.603 5.511 -6.355 -0.027 -0.039 -0.008
O 4.114 6.600 -6.256 -0.238 -0.525 -0.048
O 2.912 4.872 -5.394 0.212 0.080 -0.424
C 2.806 5.596 -4.169 -0.070 0.203 0.449
H 4.284 4.562 -9.373 -0.146 -0.077 0.278
H 3.862 6.210 -8.881 0.151 -0.029 0.150
H 5.380 5.445 -8.298 -0.166 0.132 0.028
H 2.276 6.539 -4.323 0.203 -0.049 -0.010
H 3.794 5.774 -3.739 -0.101 0.121 -0.151
H 2.231 4.988 -3.470 0.052 -0.059 -0.271
C 2.468 -3.540 -2.550 -0.461 0.076 -0.159
O 3.852 -3.790 -2.311 0.240 -0.122 0.415
C 4.144 -4.108 -1.037 0.125 0.005 -0.090
O 3.353 -4.191 -0.128 0.294 0.061 -0.374
O 5.469 -4.316 -0.952 -0.489 0.101 -0.198
C 5.924 -4.664 0.356 0.221 -0.104 0.434
H 2.350 -3.294 -3.606 0.293 -0.085 0.108
H 1.873 -4.430 -2.334 0.062 0.152 0.108
H 2.122 -2.689 -1.957 0.019 -0.189 0.062
H 5.466 -5.599 0.687 -0.073 0.208 0.027
H 5.715 -3.859 1.064 -0.122 -0.182 -0.038
H 7.004 -4.809 0.306 -0.159 0.083 -0.269
C 4.943 -5.156 6.890 -0.040 -0.446 0.088
O 5.005 -3.732 6.834 0.113 0.286 -0.382
C 5.364 -3.243 5.634 -0.022 0.102 0.084
O 5.623 -3.894 4.650 -0.113 0.280 0.434
O 5.383 -1.901 5.720 -0.055 -0.544 0.106
C 5.750 -1.243 4.509 0.111 0.354 -0.355
H 4.646 -5.438 7.901 0.031 0.315 -0.068
H 4.195 -5.537 6.191 0.207 0.041 -0.037
H 5.923 -5.593 6.684 -0.154 0.052 -0.137
H 5.034 -1.468 3.715 0.176 -0.100 0.036
H 6.762 -1.525 4.208 -0.183 -0.100 -0.059
H 5.733 -0.168 4.692 -0.075 -0.190 0.201
C -0.431 -6.130 -7.342 -0.355 0.021 -0.307
O 0.494 -6.171 -6.257 0.480 -0.035 0.023
C 1.778 -6.312 -6.631 0.000 -0.008 0.046
O 2.180 -6.402 -7.766 -0.196 0.044 0.539
O 2.536 -6.336 -5.521 -0.404 0.043 -0.286
C 3.934 -6.483 -5.768 0.492 -0.050 0.006
H -1.431 -6.014 -6.923 0.250 -0.015 0.204
H -0.226 -5.275 -7.990 0.083 -0.198 -0.009
H -0.400 -7.062 -7.910 0.120 0.177 -0.024
H 4.312 -5.642 -6.353 -0.086 -0.182 -0.065
H 4.139 -7.429 -6.273 -0.059 0.190 -0.090
H 4.444 -6.489 -4.803 -0.321 0.048 -0.001
```
Positions in Å, forces in eV/Å.

Computed properties:
M in g mol⁻¹: 1150.40
2S+1: 1
HOMO-LUMO gap in eV: 6.57
Strongest force on any atom in Eh/bohr: 0.1256
Total charge: 0
Lowest unoccupied orbital energy in eV: -2.176

---

(2)
Molecular formula: C6H10N4O
Method: DFT, wB97M-V/def2-TZVPD

```
21
Properties=species:S:1:pos:R:3:forces:R:3
C 1.216 -0.775 0.094 -1.680 1.452 0.662
C -0.120 -0.373 0.211 1.003 0.573 -0.507
C 2.250 0.216 0.360 -0.322 -0.104 0.561
C -1.495 -1.038 0.032 2.712 -1.259 -2.227
C -2.336 0.111 -0.289 -6.398 0.530 0.309
C -1.831 1.311 0.416 0.222 1.491 0.454
N -0.426 1.009 0.267 0.322 2.323 0.593
N 0.417 1.923 -0.127 3.023 -1.065 -1.443
N 1.435 -2.119 0.063 -4.988 -0.820 0.504
N 3.412 0.303 -0.218 1.266 0.084 -1.778
O 0.214 3.128 -0.157 -1.542 -0.647 0.905
H -1.461 -1.774 -0.821 -0.017 0.662 0.591
H -1.831 -1.604 0.831 -0.519 -0.895 2.014
H -2.379 0.288 -1.334 0.353 0.277 -1.098
H -3.531 -0.012 -0.044 2.839 -0.119 -0.361
H -2.059 2.347 0.031 0.354 -1.303 -0.258
H -2.105 1.410 1.463 -0.045 -0.509 0.312
H 0.554 -2.674 0.281 2.133 0.855 -0.504
H 2.231 -2.620 -0.018 3.007 -1.187 -0.248
H 3.778 -0.083 -1.150 -1.129 0.202 1.461
H 4.065 1.025 0.108 -0.594 -0.540 0.059
```
Positions in Å, forces in eV/Å.

Computed properties:
M in g mol⁻¹: 154.17
2S+1: 1
HOMO-LUMO gap in eV: 7.49
Strongest force on any atom in Eh/bohr: 0.1250
Total charge: 0
Lowest unoccupied orbital energy in eV: 0.709
Energy relative to the best compared isomer or geometry (same formula, charge and spin) in kcal per mole: 126.4

---

(3)
Molecular formula: C22H19N5O4S2
Method: DFT, wB97M-V/def2-TZVPD

```
52
Properties=species:S:1:pos:R:3:forces:R:3
C -6.486 -0.383 -1.433 0.283 0.137 0.275
C -5.694 0.622 -0.606 -0.341 0.161 -0.432
O -4.988 0.041 0.484 0.456 -0.331 0.267
C -3.895 -0.737 0.126 0.053 0.016 -0.089
C -4.022 -2.088 -0.145 -0.038 0.202 0.084
C -2.909 -2.833 -0.497 0.069 -0.080 -0.046
C -1.668 -2.225 -0.577 -0.117 -0.075 -0.005
C -1.517 -0.884 -0.274 0.096 0.056 -0.017
C -2.628 -0.131 0.086 -0.203 -0.258 -0.048
N -2.579 1.219 0.420 -0.823 -0.037 0.131
C -1.506 2.024 0.494 -0.060 1.310 0.318
N -0.282 1.727 0.246 0.025 -0.759 -0.197
C 0.560 2.794 0.405 -0.548 0.989 0.345
C -0.048 3.955 0.787 0.081 -0.311 -0.103
S -1.751 3.724 0.961 0.219 -0.661 -0.208
H 0.379 4.914 0.984 0.188 0.211 0.047
C 1.954 2.543 0.173 0.917 -0.001 -0.189
C 3.061 3.356 0.185 -1.004 -0.291 0.011
N 4.230 2.716 -0.062 1.026 -0.178 -0.127
C 4.075 1.449 -0.252 -1.383 -0.079 0.181
N 5.145 0.645 -0.554 0.769 0.124 -0.145
C 5.248 -0.717 -0.645 -0.020 0.052 -0.005
O 6.254 -1.234 -1.072 0.002 -0.130 -0.059
C 4.079 -1.512 -0.154 0.026 -0.441 0.134
C 3.367 -2.313 -1.041 0.158 0.187 0.166
C 2.328 -3.098 -0.579 -0.251 -0.145 0.157
C 2.020 -3.087 0.776 0.994 0.803 -0.436
C 2.741 -2.309 1.674 -0.222 -0.226 0.053
C 3.773 -1.522 1.206 0.069 -0.094 -0.276
H 4.345 -0.915 1.890 0.020 0.080 0.074
H 2.480 -2.334 2.721 0.003 0.003 0.023
N 0.939 -3.911 1.263 -0.392 -0.311 0.223
O 0.701 -3.884 2.450 -0.081 -0.009 0.248
O 0.338 -4.582 0.452 -0.168 -0.236 -0.173
H 1.760 -3.726 -1.247 -0.013 -0.009 -0.014
H 3.630 -2.315 -2.087 0.018 -0.026 -0.106
H 5.990 1.159 -0.789 -0.103 -0.138 0.034
S 2.415 0.897 -0.172 0.403 0.682 0.034
C 3.091 4.823 0.435 -0.045 -0.101 0.003
H 4.106 5.180 0.288 0.014 0.073 0.007
H 2.782 5.045 1.455 -0.038 0.107 0.084
H 2.423 5.342 -0.251 -0.065 0.120 -0.020
H -3.466 1.592 0.737 0.198 -0.089 -0.052
H -0.551 -0.407 -0.310 0.003 -0.049 -0.022
H -0.810 -2.809 -0.870 0.096 -0.032 -0.009
H -3.008 -3.886 -0.708 -0.026 -0.112 -0.015
H -4.994 -2.550 -0.070 -0.115 -0.005 0.017
H -6.373 1.338 -0.135 0.099 -0.017 -0.107
H -4.996 1.167 -1.258 -0.052 -0.013 0.128
H -7.153 -0.953 -0.791 -0.092 -0.064 0.033
H -5.817 -1.069 -1.947 -0.021 -0.048 -0.075
H -7.078 0.148 -2.173 -0.063 0.044 -0.101
```
Positions in Å, forces in eV/Å.

Computed properties:
M in g mol⁻¹: 481.56
2S+1: 1
HOMO-LUMO gap in eV: 6.72
Strongest force on any atom in Eh/bohr: 0.0272
Total charge: 0
Lowest unoccupied orbital energy in eV: -0.853

---

(4)
Molecular formula: C16H24ClIN2O3
Method: DFT, wB97M-V/def2-TZVPD

```
47
Properties=species:S:1:pos:R:3:forces:R:3
O 4.614 -3.124 4.689 -0.079 -0.170 -0.209
C 3.351 -3.098 4.160 -0.070 0.026 0.029
C 3.175 -3.617 2.837 -0.045 0.104 0.012
N 2.023 -3.599 2.237 0.037 0.021 0.121
C 0.979 -3.056 2.933 0.181 0.016 0.231
C -0.292 -3.001 2.335 -0.125 0.041 0.000
C -1.349 -2.447 3.006 -0.018 0.039 0.049
I -3.204 -2.384 2.067 0.008 -0.001 -0.010
C -1.160 -1.927 4.313 0.212 -0.101 -0.115
Cl -2.467 -1.218 5.179 -0.122 0.064 0.080
C 0.069 -1.977 4.914 -0.157 0.043 0.010
C 1.161 -2.543 4.236 0.179 -0.113 -0.293
N 2.387 -2.574 4.841 0.012 -0.093 -0.006
H 4.694 -3.849 5.320 -0.043 0.155 0.119
H 4.031 -4.036 2.322 -0.023 0.006 -0.019
H -0.411 -3.393 1.335 0.028 -0.024 0.009
H 0.216 -1.579 5.908 0.014 -0.004 0.007
C 2.244 1.555 -1.577 0.038 -0.075 0.045
C 1.038 1.495 -0.655 0.005 0.074 -0.048
O 0.675 0.183 -0.264 -0.061 -0.014 -0.018
C 1.652 -0.534 0.468 0.046 -0.026 0.034
C 2.026 0.112 1.793 -0.029 0.077 -0.019
H 2.099 0.896 -2.434 -0.011 0.017 -0.017
H 2.383 2.574 -1.940 -0.017 0.009 -0.009
H 3.163 1.256 -1.072 0.001 0.025 0.008
H 0.164 1.883 -1.177 -0.021 -0.017 0.012
H 1.192 2.133 0.223 0.031 -0.015 0.006
H 2.546 -0.708 -0.142 0.015 0.046 0.010
H 1.203 -1.508 0.650 -0.004 -0.025 -0.037
H 2.558 1.054 1.655 0.026 -0.014 -0.001
H 2.680 -0.550 2.365 -0.008 -0.029 -0.011
H 1.131 0.315 2.384 -0.007 -0.044 0.012
C -4.572 3.235 -4.814 0.017 -0.025 0.065
C -3.092 3.377 -5.128 -0.021 0.015 -0.063
O -2.268 3.496 -3.983 0.024 0.024 0.013
C -2.292 2.396 -3.092 0.011 -0.050 0.064
C -1.818 1.090 -3.706 -0.024 0.015 -0.079
H -4.901 4.042 -4.159 -0.008 0.013 -0.013
H -5.152 3.278 -5.737 0.002 0.012 -0.013
H -4.799 2.286 -4.327 0.000 -0.009 -0.022
H -2.921 4.296 -5.690 0.005 0.006 0.004
H -2.756 2.548 -5.762 -0.008 -0.016 0.016
H -3.290 2.275 -2.655 -0.011 -0.021 -0.029
H -1.627 2.682 -2.278 -0.006 0.037 -0.002
H -2.506 0.721 -4.468 -0.015 -0.013 0.022
H -1.736 0.322 -2.936 0.018 0.020 0.030
H -0.840 1.222 -4.171 0.019 -0.005 0.025
```
Positions in Å, forces in eV/Å.

Computed properties:
M in g mol⁻¹: 454.74
2S+1: 1
HOMO-LUMO gap in eV: 8.48
Strongest force on any atom in Eh/bohr: 0.0070
Total charge: 0
Lowest unoccupied orbital energy in eV: -0.581

---

(5)
Molecular formula: C3H4N2O3
Method: DFT, wB97M-V/def2-TZVPD

```
12
Properties=species:S:1:pos:R:3:forces:R:3
C -0.253 1.697 -0.539 3.322 -0.483 1.762
O -0.541 0.531 0.211 -2.130 -2.267 -0.266
C -1.769 -0.074 -0.082 0.583 3.120 2.258
C -2.092 -1.314 -0.576 0.172 -0.953 -1.451
N -3.363 -1.566 -0.582 0.600 -0.191 0.398
O -3.933 -0.551 0.049 -0.609 1.811 0.507
N -2.924 0.479 0.370 0.411 -1.694 -0.288
O -3.262 1.457 1.002 0.237 -0.188 -0.439
H -0.547 2.513 0.040 -0.518 1.591 0.858
H -0.798 1.695 -1.409 -0.634 0.034 -2.490
H 0.907 1.732 -0.581 -2.059 -0.051 -0.599
H -1.428 -1.955 -1.086 0.626 -0.730 -0.251
```
Positions in Å, forces in eV/Å.

Computed properties:
M in g mol⁻¹: 116.08
2S+1: 1
HOMO-LUMO gap (spin up / spin down) in eV: 9.54 / 9.54
Strongest force on any atom in Eh/bohr: 0.0758
Total charge: 0
Lowest unoccupied orbital energy (spin up / spin down) in eV: 0.222 / 0.222
Energy relative to the best compared isomer or geometry (same formula, charge and spin) in kcal per mole: 144.1